Entry from the Open Molecules 2025 dataset: a molecular structure, C3H8N4O at a distorted geometry (ωB97M-V with the def2-TZVPD basis set).

Element x y z (Å)
C -1.487 -1.760 0.402
C -0.410 -0.597 -0.137
C 0.750 2.049 -0.615
H -0.730 -1.957 2.067
H 0.962 -1.617 0.848
H -1.744 -2.450 -0.331
H -2.318 -1.275 0.987
H -1.807 0.816 -0.356
H 1.251 2.667 -1.350
H 2.488 2.337 0.565
H 1.527 0.957 0.549
N -0.399 -2.653 1.068
N -0.844 0.677 -0.429
N -0.175 1.425 -1.182
N 1.487 1.926 0.597
O 0.846 -0.906 -0.157

energy relative to the best compared isomer or geometry (same formula, charge and spin)	8.283	eV
HOMO level	-7.54	eV
LUMO level	0.0149	hartree
2S+1	1

These are the Mulliken partial charges, in e, on atoms 1 to 4: atom 1 (C): -0.49, atom 2 (C): 0.47, atom 3 (C): 0.14, atom 4 (H): 0.17

Entry from the Open Molecules 2025 dataset: C3H8N4O in the gas phase at a distorted geometry (ωB97M-V with the def2-TZVPD basis set).

Element x y z (Å)
C -0.308 1.306 1.271
N -0.944 0.109 0.733
C 0.683 -0.279 -1.530
N -1.515 -0.614 1.823
N 1.164 0.311 -2.647
C 0.523 0.123 0.846
N 0.028 -1.382 -1.567
O 1.218 0.315 -0.385
H -1.482 -1.618 1.635
H -2.512 -0.389 1.882
H 1.117 -0.282 -3.464
H 2.040 0.801 -2.538
H -0.290 -1.605 -0.620
H -0.330 2.170 0.617
H -0.384 1.518 2.330
H 0.991 -0.486 1.613

energy relative to the best compared isomer or geometry (same formula, charge and spin)	3.347	eV
HOMO level	-8.77	eV
LUMO level	0.0385	hartree
2S+1	1

These are the Mulliken partial charges, in e, on atoms 1 to 4: atom 1 (C): -0.45, atom 2 (N): -0.10, atom 3 (C): 0.53, atom 4 (N): -0.68

Entry from the Open Molecules 2025 dataset: C3H8N4O in the gas phase at a distorted geometry (ωB97M-V with the def2-TZVPD basis set).

Element x y z (Å)
C 1.511 -0.618 0.073
C 0.485 0.567 -0.172
C -2.124 1.691 -1.528
H -1.151 -1.266 1.141
H -0.262 -0.404 2.631
H 1.315 -2.011 1.616
H 2.573 -2.197 -0.314
H 0.857 1.076 -0.996
H 0.664 1.130 0.625
H -2.745 2.494 -2.214
H -2.567 0.577 -1.733
N -0.338 -0.778 1.515
N 1.098 -1.210 1.204
N 2.563 -1.091 -0.536
N -1.043 1.715 -0.943
O -0.835 0.326 -0.369

energy relative to the best compared isomer or geometry (same formula, charge and spin)	9.053	eV
HOMO level	-8.81	eV
LUMO level	0.0305	hartree
2S+1	1

These are the Mulliken partial charges, in e, on atoms 1 to 4: atom 1 (C): 0.50, atom 2 (C): -0.34, atom 3 (C): -0.18, atom 4 (H): 0.24

Entry from the Open Molecules 2025 dataset: 2 unconnected molecules or ions with the total composition C3H8N4O at a distorted geometry (ωB97M-V with the def2-TZVPD basis set).

Element x y z (Å)
N -0.002 0.007 1.289
N 0.158 -1.284 1.789
C 1.675 -0.091 -0.450
O 2.068 -1.249 -0.645
H 0.561 0.844 1.439
H -0.754 -1.746 1.774
H 0.723 -1.828 1.130
H 2.374 0.669 -0.060
C 0.104 -0.211 -2.165
C -1.804 1.400 0.585
N 0.664 0.537 -1.293
N -1.371 0.197 0.619
H -0.839 0.115 -2.623
H -1.184 2.295 0.740
H 0.477 -1.217 -2.415
H -2.849 1.564 0.288

energy relative to the best compared isomer or geometry (same formula, charge and spin)	5.755	eV
HOMO level (spin up / spin down)	-8.58 / -8.58	eV
LUMO level (spin up / spin down)	0.0027 / 0.0027	hartree
2S+1	1

These are the Mulliken partial charges, in e, on atoms 1 to 4: atom 1 (N): -0.02, atom 2 (N): -0.61, atom 3 (C): 0.08, atom 4 (O): -0.55

Entry from the Open Molecules 2025 dataset: C3H8N4O in the gas phase at a distorted geometry (ωB97M-V with the def2-TZVPD basis set).

Element x y z (Å)
C -1.426 1.030 -0.215
N -0.076 1.294 0.250
C 1.080 0.767 -0.308
C 0.268 -1.383 0.294
N -0.382 -2.327 -0.448
O 1.027 -0.554 -0.586
N 2.177 1.376 -0.489
N 0.296 -1.420 1.551
H 0.045 2.255 0.535
H -0.581 -3.179 0.053
H -0.023 -2.457 -1.378
H 2.142 2.373 -0.316
H 0.801 -0.659 1.999
H -2.122 1.408 0.536
H -1.638 1.513 -1.169
H -1.587 -0.037 -0.310

energy relative to the best compared isomer or geometry (same formula, charge and spin)	1.240	eV
HOMO level	-9.20	eV
LUMO level	0.0298	hartree
2S+1	1

These are the Mulliken partial charges, in e, on atoms 1 to 4: atom 1 (C): -0.76, atom 2 (N): -0.24, atom 3 (C): 0.63, atom 4 (C): 0.38

Entry from the Open Molecules 2025 dataset: a gas-phase ion, C3H8N4S2 (charge +2) at a distorted geometry (ωB97M-V with the def2-TZVPD basis set).

Element x y z (Å)
C 0.212 1.193 -0.425
C -2.079 0.244 -0.123
C 0.164 -1.290 -0.450
N 0.740 -0.038 -0.488
N -1.130 1.282 -0.183
N 0.959 2.273 -0.454
N 0.468 -1.895 0.981
S -3.452 0.252 0.541
S -1.534 -1.442 -1.096
H 0.701 -2.018 -1.035
H 1.837 0.082 -0.585
H -1.418 2.276 0.062
H 1.968 2.175 -0.752
H 0.781 3.171 -0.045
H 0.012 -1.535 1.859
H 1.471 -1.719 1.128
H 0.300 -3.010 1.065

energy relative to the best compared isomer or geometry (same formula, charge and spin)	0.000	eV
HOMO level	-16.63	eV
LUMO level	-0.3015	hartree
2S+1	1
charge	+2

These are the Mulliken partial charges, in e, on atoms 1 to 4: atom 1 (C): 0.73, atom 2 (C): 0.21, atom 3 (C): -0.29, atom 4 (N): -0.29

Question: Which value of 2S+1 does entry 6 give?
Answer: 1